[1]
{
  "formula": "C18H20N2O5",
  "method": "ωB97M-V/def2-TZVPD",
  "spin_multiplicity": 1,
  "smiles": "O=C(c1ccc(COc2ccccc2[N+](=O)[O-])o1)N1CCCCCC1",
  "gap_ev": 8.375,
  "homo_energy_ev": -8.7,
  "fmax_ev_per_a": 1.380,
  "e_above_lowest_kj_mol": 457.0,
  "lumo_ev": -0.364,
  "symbols": ["O", "C", "N", "C", "H", "C", "H", "C", "C", "C", "H", "C", "H", "H", "H", "H", "H", "H", "H", "H", "H", "C", "C", "C", "C", "O", "C", "H", "H", "O", "C", "C", "C", "C", "C", "C", "N", "O", "O", "H", "H", "H", "H", "H", "H"],
  "positions_angstrom": [[2.25636, -1.78811, 1.88654], [1.93581, -1.43251, 0.75968], [2.82857, -0.89022, -0.09783], [2.56023, -0.39956, -1.42847], [1.88154, -1.08165, -1.94390], [1.99250, 1.03076, -1.47046], [0.90472, 0.99727, -1.50925], [2.39402, 1.89084, -0.27223], [3.89351, 1.88315, 0.03967], [4.29226, 0.77101, 1.00942], [3.66258, 0.83080, 1.89892], [4.15976, -0.63178, 0.41692], [4.87662, -0.76964, -0.39735], [4.35868, -1.37082, 1.19670], [5.32965, 0.90998, 1.32143], [4.16135, 2.83696, 0.49996], [4.46708, 1.79654, -0.88625], [1.84114, 1.55948, 0.60887], [2.07271, 2.91260, -0.48495], [2.33593, 1.50252, -2.39352], [3.51317, -0.42423, -1.96434], [0.53189, -1.64157, 0.34966], [-0.42669, -2.23874, 1.13205], [-1.62590, -2.20611, 0.39562], [-1.32436, -1.58799, -0.78803], [-0.02130, -1.24992, -0.82045], [-2.17402, -1.20790, -1.95766], [-2.27397, -2.04221, -2.66161], [-1.70388, -0.36164, -2.47953], [-3.51166, -0.90786, -1.60032], [-3.83420, -0.17882, -0.51404], [-5.16273, -0.33729, -0.09278], [-5.63235, 0.25214, 1.05758], [-4.78035, 1.00369, 1.85989], [-3.47923, 1.19383, 1.45926], [-3.00816, 0.64610, 0.26351], [-1.68954, 1.05578, -0.12151], [-0.84492, 1.14932, 0.74525], [-1.51209, 1.35550, -1.28978], [-2.79423, 1.78985, 2.04326], [-5.13607, 1.44329, 2.77747], [-6.66200, 0.11008, 1.34711], [-5.79970, -0.95658, -0.70392], [-2.58382, -2.57878, 0.69771], [-0.26896, -2.63757, 2.11170]],
  "forces_ev_per_a": [[-0.222, 0.010, 0.128], [0.295, -0.035, -0.180], [0.155, -0.151, 0.024], [-0.291, 0.233, -0.521], [0.203, 0.089, -0.018], [-0.041, -0.065, 0.129], [0.014, 0.002, -0.067], [0.101, 0.028, -0.270], [-0.126, 0.016, 0.302], [0.080, -0.113, -0.295], [0.023, 0.006, 0.074], [0.295, 0.023, 0.542], [-0.070, -0.010, 0.005], [0.068, 0.075, -0.181], [0.020, -0.023, 0.082], [0.059, 0.013, -0.072], [0.104, 0.070, -0.076], [-0.047, 0.073, 0.030], [-0.072, -0.007, 0.065], [-0.002, 0.032, -0.056], [-0.089, -0.079, 0.073], [-0.668, -0.641, 1.023], [0.666, 0.305, -0.374], [0.149, 0.217, -0.697], [-0.614, -0.520, 0.409], [-0.014, 0.211, -0.345], [0.667, -0.085, -0.494], [0.015, 0.141, 0.144], [-0.168, -0.352, 0.099], [-0.115, 0.121, -0.019], [-0.090, 0.234, 0.345], [0.266, 0.021, -0.124], [0.093, 0.008, 0.018], [-0.006, 0.000, -0.021], [0.098, -0.017, -0.135], [-1.135, -0.204, 0.333], [0.548, 0.274, -0.087], [0.137, 0.004, 0.082], [-0.038, 0.218, -0.145], [0.030, 0.020, 0.017], [-0.016, 0.063, 0.084], [-0.103, -0.030, 0.013], [-0.053, -0.098, -0.063], [-0.232, -0.033, 0.011], [0.125, -0.044, 0.210]],
  "mulliken_charge": [-0.73, 0.36, 0.08, -1.14, 0.47, 0.06, -0.25, -0.55, -0.92, -0.50, 0.27, -1.11, 0.43, 0.41, 0.40, 0.39, 0.33, 0.08, 0.58, 0.48, 0.52, 0.79, -1.13, -0.37, 0.17, -0.17, -0.74, 0.37, 0.40, -0.43, 0.29, -0.68, -0.44, -0.64, -0.54, 0.64, 1.08, -0.53, -0.65, 0.46, 0.39, 0.39, 0.44, 0.61, 0.59]
}

***

[2]
{
  "formula": "C18H20N2O5",
  "method": "ωB97M-V/def2-TZVPD",
  "spin_multiplicity": 1,
  "smiles": "N[C@@H](Cc1ccc(O)cc1)C(=O)N[C@@H](Cc1ccc(O)cc1)C(=O)O",
  "gap_ev": 8.720,
  "homo_energy_ev": -8.4,
  "fmax_ev_per_a": 2.365,
  "e_above_lowest_kj_mol": 115.9,
  "lumo_ev": 0.306,
  "symbols": ["C", "C", "C", "C", "C", "C", "C", "C", "C", "C", "C", "C", "C", "C", "C", "C", "C", "C", "H", "H", "H", "H", "H", "H", "H", "H", "H", "H", "H", "H", "H", "H", "H", "H", "H", "H", "H", "H", "N", "N", "O", "O", "O", "O", "O"],
  "positions_angstrom": [[-1.94870, 1.06311, 0.50997], [-0.44920, 1.16244, 0.25743], [-2.62281, 0.26719, -0.61364], [-4.09103, -0.10917, -0.44742], [-5.05396, 0.85718, -0.06733], [-4.51818, -1.41944, -0.77420], [-6.36791, 0.45841, 0.05288], [-5.86562, -1.77484, -0.68290], [-6.80450, -0.84619, -0.22601], [1.66711, -0.15603, 0.12442], [1.87615, -1.64063, 0.22466], [2.76101, 0.67403, 0.79271], [4.15605, 0.34672, 0.33573], [4.83977, -0.79865, 0.82638], [4.75799, 1.09384, -0.73425], [6.10092, -1.10783, 0.36438], [6.09097, 0.82128, -1.07354], [6.76972, -0.23898, -0.51379], [-1.89976, 2.90234, -0.15492], [-2.25835, 2.82440, 1.53105], [-2.17200, 0.43733, 1.39690], [-2.55576, 0.82759, -1.53962], [-2.03215, -0.61468, -0.79103], [-4.77150, 1.89644, 0.09529], [-3.75160, -2.04236, -1.19034], [-7.18341, 1.13126, 0.34179], [-6.24728, -2.79050, -0.89218], [-8.41437, -1.97623, -0.29600], [-0.12015, -0.74824, 0.99992], [1.63954, 0.05089, -0.96190], [2.48923, 1.75998, 0.63591], [2.64163, 0.51480, 1.85826], [4.26987, -1.38610, 1.54931], [4.24271, 1.86894, -1.30220], [6.61946, -2.01129, 0.71363], [6.54835, 1.44602, -1.86557], [8.35364, 0.19292, -1.41488], [1.61986, -1.51022, 2.19679], [-2.47279, 2.43061, 0.55066], [0.31960, 0.10500, 0.67922], [0.03535, 2.13110, -0.30752], [-8.16765, -1.05174, -0.10254], [2.18006, -2.35612, -0.69310], [8.01749, -0.54138, -0.89086], [1.77220, -2.14318, 1.49844]],
  "forces_ev_per_a": [[-0.667, -0.220, 0.087], [0.580, -0.418, -0.086], [-0.398, 0.192, -0.616], [-0.298, -0.078, 0.183], [0.330, -0.784, -0.209], [-0.095, 1.783, 0.332], [-1.290, -0.121, 0.120], [-0.833, -0.632, 0.342], [0.589, 0.555, -0.258], [-0.884, 0.571, -1.215], [1.022, -0.601, 0.078], [-0.514, 1.019, -0.007], [0.745, 0.278, -1.621], [-1.043, 1.483, -0.437], [0.315, -1.072, 1.486], [0.740, -0.315, 0.368], [-0.918, 0.941, -0.724], [-1.304, -0.593, 0.306], [-0.190, 0.403, 0.555], [-0.289, -0.455, -2.302], [0.243, 0.841, 0.107], [0.214, 0.392, -0.255], [0.168, -0.669, -0.054], [0.012, -0.401, 0.069], [-0.005, -0.733, 0.034], [0.546, 0.063, -0.064], [0.558, 0.500, -0.114], [0.395, 0.600, 0.085], [-0.512, 0.452, -0.018], [0.109, 0.063, 0.474], [0.399, -1.168, -0.003], [0.227, -0.033, 0.458], [0.635, -0.182, -0.125], [-0.080, -0.093, 0.503], [-0.195, 0.493, -0.171], [-0.096, -0.509, 0.538], [0.144, -0.114, -0.084], [-0.068, 0.714, 0.056], [0.204, 0.034, 2.205], [0.424, -0.224, -0.129], [-0.016, -0.565, 0.146], [0.542, -0.699, -0.119], [-0.509, 0.493, 0.950], [1.008, -0.146, -0.059], [0.058, -1.047, -0.815]],
  "mulliken_charge": [-0.02, 0.32, -1.14, 0.47, -0.61, -0.65, -0.39, -0.55, 0.70, 0.37, 0.14, -1.08, 0.26, -0.37, -0.54, -0.73, -0.45, 0.89, 0.32, 0.28, 0.32, 0.31, 0.51, 0.41, 0.37, 0.35, 0.22, 0.29, 0.41, 0.26, 0.48, 0.33, 0.39, 0.40, 0.35, 0.22, 0.28, 0.42, -0.59, -0.13, -0.66, -0.53, -0.56, -0.54, -0.53]
}

***

[3]
{
  "formula": "C18H20N2OS3",
  "method": "ωB97M-V/def2-TZVPD",
  "spin_multiplicity": 1,
  "smiles": "COc1ccc([C@@H]2NC(=S)N=C3C(=C4SCCS4)CCC[C@@H]32)cc1",
  "gap_ev": 7.325,
  "homo_energy_ev": -7.7,
  "fmax_ev_per_a": 1.993,
  "lumo_ev": -0.383,
  "symbols": ["S", "N", "O", "S", "S", "C", "C", "C", "C", "C", "C", "C", "C", "C", "C", "N", "C", "C", "C", "C", "C", "C", "C", "C", "H", "H", "H", "H", "H", "H", "H", "H", "H", "H", "H", "H", "H", "H", "H", "H", "H", "H", "H", "H"],
  "positions_angstrom": [[-0.58604, -0.44116, 4.18117], [-1.07624, -0.71448, 1.69150], [5.30813, 2.12101, -0.00165], [-2.54260, -3.15866, 1.46841], [-2.68056, -3.68444, -1.41892], [-0.74461, 0.17513, 2.67688], [-1.39403, -0.25459, 0.53443], [-2.29705, -2.52036, -0.16443], [-1.83942, -1.21956, -0.48097], [3.17489, 3.13906, 0.17207], [3.30494, 0.77305, 0.50948], [1.78923, 3.12610, 0.33702], [1.88435, 0.74084, 0.68955], [3.96321, 1.98251, 0.23950], [1.11803, 1.92132, 0.71165], [-0.49335, 1.49815, 2.44036], [5.76811, 1.21670, -1.00258], [-3.66065, -4.50687, 0.88152], [-3.10440, -5.08250, -0.39444], [-1.82717, -0.74894, -1.93203], [-0.36496, 1.99680, 1.06780], [-2.04875, 0.76245, -2.11547], [-1.09741, 1.56998, -1.23770], [-1.37631, 1.23807, 0.22279], [3.74613, 4.03923, 0.01576], [3.83848, -0.16621, 0.53884], [1.24306, 4.10436, 0.28707], [1.43347, -0.20045, 0.92429], [0.09224, 1.90194, 3.14934], [5.29063, 1.46906, -1.96513], [5.63963, 0.15457, -0.79028], [6.84898, 1.33085, -1.14249], [-3.78225, -5.33830, 1.59821], [-4.66768, -4.06087, 0.74851], [-2.16637, -5.68691, -0.23274], [-3.84341, -5.75129, -0.88256], [-0.87390, -1.02199, -2.30914], [-2.55387, -1.30871, -2.58707], [-0.69659, 3.01603, 1.01888], [-1.87331, 1.01890, -3.16866], [-3.09976, 0.99923, -1.86378], [-1.32345, 2.60860, -1.36527], [-0.05608, 1.32289, -1.50142], [-2.37326, 1.63944, 0.45170]],
  "forces_ev_per_a": [[0.114, -0.084, 0.972], [-0.397, 0.030, -0.740], [-0.148, -0.756, 0.080], [0.008, -0.294, -0.406], [0.006, 0.666, -0.977], [0.574, 0.313, 0.968], [-0.577, -0.488, -0.779], [0.747, 1.779, 0.334], [-1.093, -1.174, 0.113], [0.154, -0.253, 0.020], [-1.133, 0.343, -0.325], [-0.112, -0.098, 0.901], [1.289, 1.224, 0.422], [-1.442, -0.199, 0.068], [0.845, 0.866, -1.583], [-0.610, -0.400, -0.612], [0.601, 0.155, -0.824], [-0.557, -0.082, 0.559], [0.623, -0.861, 0.187], [-1.175, -0.382, -0.129], [0.617, -1.196, 1.034], [-0.041, -0.361, -0.068], [-0.639, -1.359, -0.158], [0.511, -0.303, -0.534], [-0.240, 0.396, -0.232], [0.064, -0.006, 0.048], [0.455, -1.112, 0.068], [-0.204, -0.439, 0.084], [-0.038, 0.241, 0.179], [0.032, -0.227, 0.303], [-0.413, 0.101, 0.287], [-0.224, 0.383, 0.287], [0.348, 0.673, 0.158], [0.553, -0.284, -0.193], [-0.957, 0.588, 0.094], [0.393, 0.629, 0.021], [1.170, -0.104, -0.700], [0.477, 0.450, 0.852], [0.134, 0.727, 0.184], [-0.214, -0.083, 0.178], [0.395, 0.025, -0.144], [0.341, 0.811, -0.247], [-0.319, 0.332, 0.074], [0.078, -0.188, 0.176]],
  "mulliken_charge": [-0.38, -0.52, -0.44, 0.01, -0.19, -0.53, 0.82, 0.72, -0.55, -0.47, -0.77, -0.55, -0.19, 0.50, 0.29, -0.18, -0.78, -0.67, -0.44, -1.16, -0.21, -1.09, -0.84, 0.07, 0.43, 0.33, 0.25, 0.45, 0.38, 0.31, 0.29, 0.25, 0.36, 0.32, 0.29, 0.38, 0.48, 0.41, 0.59, 0.43, 0.38, 0.43, 0.29, 0.48]
}

***

[4]
{
  "formula": "C18H20N4",
  "method": "ωB97M-V/def2-TZVPD",
  "spin_multiplicity": 1,
  "smiles": "Cc1cc(C)c(C)c(/N=N/c2nc3ccccc3n2C)c1C",
  "gap_ev": 7.165,
  "homo_energy_ev": -7.9,
  "fmax_ev_per_a": 4.608,
  "e_above_lowest_kj_mol": 344.3,
  "lumo_ev": -0.741,
  "symbols": ["N", "N", "N", "C", "C", "C", "C", "C", "C", "C", "C", "C", "C", "C", "C", "C", "N", "C", "C", "C", "C", "C", "H", "H", "H", "H", "H", "H", "H", "H", "H", "H", "H", "H", "H", "H", "H", "H", "H", "H", "H", "H"],
  "positions_angstrom": [[-0.28226, 2.70319, 0.00180], [-0.40315, 0.30329, -0.63795], [-0.08252, -0.10439, 0.49531], [-0.60334, 1.69790, -0.83326], [-0.91672, 6.26185, -0.91250], [-1.48122, 5.94830, -2.11751], [-0.38141, 5.14505, -0.12652], [-1.74421, 4.63167, -2.52798], [1.37113, -3.99051, 1.65296], [-0.61982, 3.84008, -0.62029], [0.46201, -1.39215, 0.81232], [-1.22521, 3.63172, -1.80509], [1.22562, -2.90578, 2.60913], [1.10671, -3.79994, 0.29145], [0.71566, -1.64181, 2.24660], [0.52863, -2.53561, -0.11028], [-1.24394, 2.22734, -1.96757], [1.53226, -3.17974, 4.06748], [1.30561, -4.97070, -0.62020], [0.57038, -0.46405, 3.19535], [0.01381, -2.48579, -1.51128], [-1.79511, 1.56441, -3.08913], [-0.70783, 7.26441, -0.57245], [-1.85947, 6.68263, -2.76202], [0.31541, 5.24564, 0.75340], [-2.37925, 4.41952, -3.33820], [1.82798, -4.86760, 1.93032], [2.23502, -2.45753, 4.53631], [0.59679, -3.23983, 4.69325], [2.07205, -4.20997, 4.16636], [1.37099, -5.89942, -0.02664], [2.33536, -4.83048, -1.01988], [0.55993, -5.09736, -1.40973], [-0.00437, -0.73945, 4.12409], [1.61324, -0.15025, 3.49441], [-0.00237, 0.40133, 2.82559], [0.28680, -3.30156, -2.11341], [-1.00852, -2.30269, -1.48018], [0.49113, -1.65014, -2.11158], [-2.84604, 1.87584, -3.19009], [-1.68013, 0.43372, -3.04558], [-1.26963, 1.93886, -3.94680]],
  "forces_ev_per_a": [[0.843, -3.318, -0.105], [0.444, -0.960, -1.337], [0.718, 1.160, 0.943], [-0.822, 2.321, 1.686], [2.527, -2.637, 2.256], [-1.266, -1.284, -0.414], [-0.269, 1.255, -0.904], [0.066, 1.871, -0.449], [-0.639, 4.542, -0.439], [1.430, 2.467, 2.528], [-1.300, -2.592, -0.347], [-0.629, -3.257, -0.654], [-0.417, -0.564, -0.466], [-1.623, 1.543, 1.465], [0.120, 0.552, -2.588], [1.153, -0.065, 0.946], [0.954, 0.003, 1.795], [0.700, -1.760, 0.741], [1.161, -0.248, 0.118], [0.148, -0.252, 1.379], [2.436, 2.526, -0.506], [-0.557, -1.229, -0.521], [-0.150, 0.125, -0.171], [-0.461, 1.226, -0.616], [-1.261, 0.119, -0.867], [-0.435, 0.044, -1.273], [0.750, -2.015, 0.990], [-0.602, -0.199, -0.387], [0.922, 0.161, -0.574], [-1.053, 1.715, -0.166], [-0.231, 0.373, -0.259], [-0.717, -0.307, -0.419], [0.331, 0.044, 0.177], [0.841, -0.113, -0.669], [-1.146, -0.088, -0.100], [0.647, -0.539, -0.410], [-0.079, -1.446, -0.312], [-1.965, 0.263, -0.321], [-0.694, -0.431, 0.932], [0.142, -0.505, -0.047], [-0.214, 1.577, 0.189], [0.194, -0.079, -0.824]],
  "mulliken_charge": [-0.71, -0.49, 0.12, 0.22, -0.55, -0.62, -0.29, -0.54, -1.00, 0.15, 0.10, 0.60, 0.95, 0.43, 0.38, 1.11, 0.21, -1.39, -1.58, -1.36, -1.54, -0.84, 0.38, 0.41, 0.33, 0.39, 0.39, 0.31, 0.31, 0.30, 0.37, 0.31, 0.41, 0.31, 0.25, 0.35, 0.41, 0.32, 0.23, 0.27, 0.24, 0.35]
}